{"formula": "C48H119N2O30P7", "method": "ωB97M-V/def2-TZVPD", "species": ["C", "O", "N", "C", "C", "H", "H", "H", "H", "H", "H", "H", "C", "O", "N", "C", "C", "H", "H", "H", "H", "H", "H", "H", "C", "C", "O", "P", "O", "O", "C", "C", "O", "C", "C", "H", "H", "H", "H", "H", "H", "H", "H", "H", "H", "H", "H", "H", "H", "H", "C", "C", "O", "P", "O", "O", "C", "C", "O", "C", "C", "H", "H", "H", "H", "H", "H", "H", "H", "H", "H", "H", "H", "H", "H", "H", "C", "C", "O", "P", "O", "O", "C", "C", "O", "C", "C", "H", "H", "H", "H", "H", "H", "H", "H", "H", "H", "H", "H", "H", "H", "H", "C", "C", "O", "P", "O", "O", "C", "C", "O", "C", "C", "H", "H", "H", "H", "H", "H", "H", "H", "H", "H", "H", "H", "H", "H", "H", "C", "C", "O", "P", "O", "O", "C", "C", "O", "C", "C", "H", "H", "H", "H", "H", "H", "H", "H", "H", "H", "H", "H", "H", "H", "H", "C", "C", "O", "P", "O", "O", "C", "C", "O", "C", "C", "H", "H", "H", "H", "H", "H", "H", "H", "H", "H", "H", "H", "H", "H", "H", "C", "C", "O", "P", "O", "O", "C", "C", "O", "C", "C", "H", "H", "H", "H", "H", "H", "H", "H", "H", "H", "H", "H", "H", "H", "H"], "coordinates": [[0.549, -0.530, -0.421], [-0.083, -0.966, -1.405], [-0.088, 0.514, 0.293], [0.317, 0.932, 1.659], [-1.161, 1.462, -0.177], [1.468, -0.929, 0.036], [-0.345, 0.729, 2.500], [0.542, 1.997, 1.608], [1.161, 0.349, 2.027], [-2.045, 1.286, 0.436], [-0.770, 2.478, -0.129], [-1.490, 1.266, -1.198], [0.497, 3.607, 6.728], [0.382, 4.732, 7.235], [1.388, 3.355, 5.728], [1.867, 2.070, 5.189], [2.130, 4.339, 4.864], [-0.053, 2.672, 6.915], [1.287, 1.238, 5.590], [2.930, 1.907, 5.364], [1.655, 2.106, 4.120], [1.949, 5.351, 5.226], [3.191, 4.242, 5.094], [1.837, 4.176, 3.827], [0.600, -5.716, -5.313], [-0.592, -5.446, -6.265], [-1.413, -4.392, -5.723], [-1.737, -3.128, -6.745], [-2.223, -3.629, -8.096], [-0.383, -2.166, -6.770], [-0.397, -0.807, -6.986], [0.684, -0.150, -6.046], [-2.889, -2.216, -5.990], [-2.862, -1.913, -4.668], [-3.368, -0.533, -4.409], [0.081, -6.155, -4.460], [1.379, -6.410, -5.626], [1.178, -4.827, -5.063], [-0.137, -5.187, -7.222], [-1.058, -6.393, -6.538], [-0.195, -0.544, -8.025], [-1.270, -0.289, -6.591], [1.651, -0.644, -6.146], [0.752, 0.934, -5.954], [0.225, -0.242, -5.062], [-3.428, -2.711, -4.187], [-1.950, -2.085, -4.096], [-3.653, -0.211, -3.408], [-2.804, 0.254, -4.910], [-4.419, -0.373, -4.649], [-4.147, -5.975, 4.506], [-3.789, -6.893, 3.333], [-3.271, -6.053, 2.281], [-3.471, -6.537, 0.722], [-3.501, -8.009, 0.576], [-4.920, -5.845, 0.346], [-5.170, -4.469, 0.455], [-4.250, -3.378, -0.086], [-2.385, -5.760, -0.223], [-2.329, -6.001, -1.613], [-1.732, -7.315, -1.945], [-4.338, -6.440, 5.473], [-3.411, -5.189, 4.675], [-5.100, -5.459, 4.389], [-3.094, -7.715, 3.504], [-4.648, -7.419, 2.915], [-6.092, -4.377, -0.120], [-5.535, -4.253, 1.459], [-3.330, -3.469, 0.491], [-3.839, -3.386, -1.095], [-4.641, -2.362, -0.035], [-3.226, -5.616, -2.099], [-1.649, -5.168, -1.790], [-2.414, -8.130, -1.703], [-1.557, -7.391, -3.019], [-0.824, -7.454, -1.358], [1.693, -10.794, 3.461], [1.598, -9.580, 2.621], [2.877, -9.058, 2.435], [3.390, -7.889, 3.450], [4.468, -6.995, 2.911], [2.026, -7.095, 3.854], [1.702, -5.920, 3.176], [1.538, -4.698, 4.113], [3.993, -8.714, 4.642], [4.987, -8.276, 5.526], [4.464, -7.056, 6.348], [1.928, -11.609, 2.777], [2.476, -10.752, 4.218], [0.725, -11.024, 3.906], [1.220, -9.818, 1.627], [0.938, -8.788, 2.975], [2.489, -5.584, 2.500], [0.920, -6.062, 2.431], [0.958, -3.819, 3.832], [1.056, -4.932, 5.062], [2.544, -4.470, 4.466], [5.217, -9.189, 6.076], [5.847, -8.027, 4.904], [4.604, -6.118, 5.812], [3.404, -7.056, 6.603], [4.967, -7.046, 7.315], [-2.867, 8.504, -2.751], [-4.365, 8.116, -3.007], [-4.480, 6.682, -2.975], [-4.082, 5.668, -4.241], [-4.740, 5.995, -5.568], [-2.423, 5.703, -4.310], [-1.641, 5.279, -3.149], [-0.366, 6.111, -3.277], [-4.442, 4.210, -3.702], [-5.829, 3.904, -3.561], [-6.032, 2.939, -2.449], [-2.425, 8.487, -3.748], [-2.720, 9.451, -2.232], [-2.450, 7.765, -2.067], [-4.933, 8.548, -2.184], [-4.774, 8.535, -3.927], [-2.264, 5.660, -2.340], [-1.479, 4.201, -3.137], [0.083, 6.095, -4.270], [-0.486, 7.173, -3.065], [0.503, 5.716, -2.751], [-6.497, 4.754, -3.421], [-6.061, 3.477, -4.537], [-6.980, 2.438, -2.255], [-5.217, 2.226, -2.577], [-5.788, 3.372, -1.479], [-2.548, 5.193, 1.468], [-3.297, 5.019, 2.794], [-3.497, 3.662, 3.200], [-2.225, 2.840, 3.830], [-0.838, 3.175, 3.358], [-2.577, 1.271, 3.529], [-3.604, 0.903, 2.702], [-3.433, -0.591, 2.470], [-2.452, 3.155, 5.401], [-3.684, 2.961, 6.086], [-3.232, 2.131, 7.369], [-1.856, 6.032, 1.544], [-2.148, 4.338, 0.922], [-3.287, 5.577, 0.764], [-2.787, 5.450, 3.655], [-4.289, 5.456, 2.679], [-4.519, 1.309, 3.134], [-3.509, 1.618, 1.885], [-2.470, -0.875, 2.046], [-3.747, -1.120, 3.370], [-4.251, -0.969, 1.856], [-4.110, 3.941, 6.299], [-4.290, 2.318, 5.448], [-4.147, 1.913, 7.919], [-2.790, 1.183, 7.061], [-2.671, 2.574, 8.192], [4.364, -2.869, -1.537], [4.347, -1.342, -1.493], [5.150, -0.805, -0.428], [4.654, -0.698, 1.111], [3.233, -0.366, 1.200], [4.948, -2.139, 1.622], [4.695, -2.555, 2.981], [5.885, -2.865, 3.899], [5.687, 0.241, 1.957], [5.917, 1.664, 1.741], [5.160, 2.349, 2.884], [3.762, -3.258, -2.358], [5.390, -3.232, -1.472], [3.878, -3.219, -0.626], [4.762, -1.119, -2.476], [3.320, -0.979, -1.447], [3.903, -1.918, 3.376], [4.350, -3.586, 2.901], [6.867, -2.846, 3.427], [5.947, -2.076, 4.648], [5.732, -3.681, 4.606], [7.006, 1.665, 1.786], [5.702, 1.918, 0.703], [5.571, 3.358, 2.882], [4.081, 2.464, 2.778], [5.423, 1.868, 3.826], [2.891, 8.475, -6.742], [2.725, 7.319, -5.813], [3.931, 7.012, -5.122], [3.923, 6.089, -3.773], [5.298, 6.161, -3.160], [2.762, 6.692, -2.810], [2.888, 7.902, -2.154], [2.445, 9.086, -3.041], [3.468, 4.671, -4.331], [3.484, 3.543, -3.551], [2.578, 3.571, -2.217], [3.850, 8.506, -7.258], [2.173, 8.512, -7.562], [2.816, 9.360, -6.109], [1.925, 7.570, -5.116], [2.434, 6.424, -6.362], [2.186, 7.932, -1.320], [3.836, 8.082, -1.648], [1.525, 8.996, -3.619], [2.467, 10.023, -2.486], [3.107, 9.092, -3.907], [3.012, 2.947, -4.332], [4.449, 3.105, -3.295], [1.689, 3.031, -2.544], [3.023, 2.933, -1.453], [2.133, 4.543, -2.006]], "atomic_forces_ev_per_a": [[-4.3945, 1.2146, -0.5297], [2.1785, 0.2162, 0.9324], [0.6081, 0.2522, 0.9747], [1.0847, -0.6988, -0.4238], [0.7519, -1.9373, -0.5167], [-0.2030, 0.2208, -0.1383], [-1.0911, 0.2651, -0.6638], [0.1228, -0.0760, 0.4594], [0.6051, 0.2345, -0.7348], [0.1027, 0.4367, 0.2051], [-0.1520, 0.0310, 0.2926], [0.3821, -0.2423, -0.0769], [1.3407, 1.5485, -0.8520], [-0.5351, -1.9713, -0.4830], [1.8944, 0.0651, -1.8265], [-1.8155, -0.1189, 0.5294], [-0.8075, 0.7087, 2.4835], [-0.2573, 0.2912, 0.7412], [0.0709, -0.1014, 0.1814], [-0.0173, 0.1370, 0.1235], [0.2119, -0.2909, -0.1086], [-0.6012, 0.0456, -0.3300], [0.1852, -0.4718, -0.6023], [0.2115, 0.1459, 0.1032], [-1.0431, -0.0233, 0.4273], [2.7906, -0.1670, -0.9875], [-0.1721, 1.5340, -1.1240], [-1.2426, -0.5723, -1.9103], [1.3323, 1.4948, 3.0829], [-1.6435, -3.1889, 0.7193], [1.2510, 3.4391, 0.8549], [-1.0217, -0.6898, 0.4218], [2.2449, -1.6871, -3.6218], [-0.2881, -0.6244, 3.8208], [-1.7779, 1.2396, 0.1542], [0.6923, 0.1786, 0.6468], [-0.5320, -0.3458, -0.6018], [-0.5424, 0.2700, 0.1984], [-0.3460, 0.7070, -0.1838], [-1.0015, 0.2827, 0.7101], [-0.3021, -0.2790, -0.0939], [-0.6899, -0.4919, -0.7249], [-0.0419, 0.2065, 0.2760], [0.1791, 0.2354, -1.4555], [0.5455, -1.0803, 0.5100], [-0.9203, 0.3126, 0.3482], [0.9943, 0.3710, -0.7919], [1.6344, -0.5024, 0.9148], [0.1266, -0.0949, 0.1403], [-0.1971, -0.5034, -1.6131], [-0.3492, 0.1469, 0.3123], [-0.6226, -0.1896, -0.2644], [0.8141, 0.4109, -2.1628], [-0.8925, 0.0384, 0.2354], [-0.0929, 1.2394, 0.0319], [2.5538, -1.3926, -0.1058], [-2.5161, 1.3721, -1.1079], [1.8532, -0.4504, 0.5401], [-1.8126, -0.9182, 3.9911], [0.9413, 2.3103, -0.4097], [-0.5446, -0.9073, -0.3744], [0.5287, -0.6843, -0.1254], [0.2486, -0.2072, -0.1723], [-0.0207, 0.0844, -0.7508], [0.3818, 0.4065, 0.4904], [-0.3989, 0.1529, 0.3095], [-0.2401, 0.0095, -0.1367], [0.6887, 0.1573, 0.3580], [0.1572, 0.6751, 0.2833], [-0.6156, -0.9121, -0.3921], [-0.4200, -0.2476, 0.6443], [-0.5020, -0.9459, -0.0708], [0.5160, -0.2701, -1.0687], [0.0109, 0.0092, 0.1357], [0.3136, 0.1276, 0.0172], [0.0885, 0.0125, -0.2564], [-0.5273, -1.2873, 0.0910], [-1.2780, 0.4469, -0.6642], [1.8647, 2.3772, 0.8774], [1.8693, 1.0542, -2.1721], [-1.8146, -0.9548, 0.3450], [1.3051, -1.4461, 0.8674], [-0.1258, 2.7377, -1.5195], [-0.0307, -1.0636, 1.4348], [-2.4538, -0.9924, -0.6877], [-0.2083, 1.1378, 0.4383], [0.6210, -0.5901, 0.1999], [0.1587, -0.2794, 0.2819], [-0.2129, 0.2147, 0.0345], [0.0566, -0.0735, 0.1803], [0.0250, -0.1517, -0.0628], [-0.0920, -0.2480, 0.3757], [0.6053, -0.4740, 0.1221], [-0.7731, -0.3661, 0.6577], [0.4605, -0.1254, -0.9600], [-0.3290, -0.6965, 0.0206], [0.0873, 0.5983, -0.3150], [0.0416, 0.4118, 0.5120], [0.1743, 0.3014, 0.3076], [0.3863, -0.0836, -0.0134], [-0.1233, -0.6940, -0.2768], [0.2745, 0.3323, -0.0892], [-1.2403, -0.3722, -0.5646], [1.2143, 0.5782, 0.6868], [0.1196, -1.5311, -1.2112], [0.2334, 1.7886, -1.8903], [1.5376, -0.3649, 2.9796], [-2.5584, -0.8750, -0.2041], [-0.1111, 1.9294, -0.6983], [1.0167, -0.4331, -0.1658], [0.8871, 1.4658, 0.9509], [-1.6360, -0.2500, -1.1593], [1.5036, -0.7139, 1.3346], [0.7199, 0.0641, 0.4026], [-0.2989, 0.2423, -0.4291], [0.1056, -0.1334, -0.3099], [-0.3957, -0.6074, 0.0347], [0.1889, -0.2003, -0.1331], [0.4856, -0.6582, 0.7195], [-0.1462, 0.1026, -0.0385], [-0.6669, -0.2359, -0.5395], [-0.2107, -0.2039, 0.3174], [-0.4144, 0.0301, 0.7929], [0.4998, 0.5078, -0.1267], [-0.5068, -0.1679, 0.1210], [-0.1041, 0.1564, -0.9070], [-0.2962, -0.6716, 0.0519], [0.0263, 0.5185, 0.0212], [-0.9236, 1.0291, -0.6025], [0.6064, -0.2018, 0.2305], [0.8337, -1.9159, -0.2770], [0.8383, 0.5318, -0.0366], [-2.5738, -0.2014, 1.0104], [2.3376, 2.6237, 3.0692], [-0.9269, 0.5831, -1.3143], [-2.0186, 0.2558, -0.2047], [1.5420, -0.0818, -2.1069], [1.7647, -1.4840, 1.5638], [-2.0620, 0.3652, -0.2569], [0.4777, -0.4261, 0.0787], [0.3618, -0.1887, 0.8380], [-0.1887, 0.0329, -0.2127], [0.0929, 0.6937, -0.3187], [0.0388, -0.1380, 0.3280], [-0.6914, -1.0975, 0.2183], [-0.1782, -0.9245, -1.1862], [-0.0850, 0.0784, 0.2858], [0.9906, 0.0293, 0.4990], [0.1931, 0.2539, -0.7993], [-0.1975, -0.2462, 0.0109], [-0.5722, 0.2139, 0.3650], [-0.3651, -0.4802, -0.1405], [0.0570, 0.1660, -0.0662], [0.6152, 0.6846, -0.8287], [-0.4756, 0.2264, 1.7090], [-0.3185, -1.1316, -0.7349], [0.4133, 0.5771, 0.9283], [0.7962, 0.4830, -0.8575], [-0.4488, 0.7112, 0.2413], [1.2838, -0.5570, 0.8363], [-0.2236, -2.0216, -0.0880], [0.3794, 2.4612, 1.1164], [-1.1628, -1.9813, -1.8600], [-0.4630, -1.4868, 0.4717], [1.2000, 1.0800, -0.8910], [0.4034, 0.1055, -0.2301], [-0.0702, -0.1107, -0.4997], [-0.0477, -0.2868, 0.0856], [0.3599, 1.1604, 0.3794], [0.0929, 0.1976, 0.1465], [0.2444, -0.0545, 0.3462], [-1.0248, 0.2552, -0.6599], [-0.2458, -0.5157, -0.2272], [0.2824, 0.6257, -0.0903], [-0.1164, -0.7182, -0.9124], [-0.0376, 0.7845, 0.5273], [-0.5973, 0.3049, 0.1669], [-0.1125, 0.3036, 0.4421], [0.0777, -0.5003, -0.2751], [-0.0949, 0.0012, -0.1010], [0.6632, 0.8635, -0.1318], [-0.7352, -1.1395, -0.5875], [-0.1561, -0.6303, 1.4909], [3.4958, 2.1298, 0.0052], [-2.6596, -0.4712, -0.7651], [0.4173, -2.3167, -1.5405], [-1.4178, 2.5055, 0.9383], [1.1211, -0.4404, -0.8813], [0.2283, 3.8731, 0.0557], [-1.7831, -2.4010, 1.5053], [-0.2638, -0.8804, -2.6437], [0.2176, -0.2285, 0.2999], [-0.4138, -0.1076, 0.4065], [0.0231, 0.4127, -0.4797], [-0.0001, -0.2744, 0.1159], [-0.1443, -0.1247, -0.0168], [-0.2364, -0.6907, 0.1126], [0.4426, -0.2220, -0.6876], [-0.7073, -0.3753, 0.9877], [0.0768, -0.0427, -0.1718], [0.7281, 0.6715, 0.3007], [0.0180, -1.3670, 0.8745], [0.3647, 0.6663, -0.3196], [-0.2146, -0.3190, 0.1864], [0.0496, 0.7865, 0.3429], [0.9373, 0.0504, 0.6571]], "smiles": "CCOP(=O)(OCC)OCC.CCOP(=O)(OCC)OCC.CCOP(=O)(OCC)OCC.CCOP(=O)(OCC)OCC.CCOP(=O)(OCC)OCC.CCOP(=O)(OCC)OCC.CCOP(=O)(OCC)OCC.CN(C)C=O.CN(C)C=O", "orbital_gap_ev": 8.96, "total_energy_ev": -181143.2360, "de_lowest_kj_mol": 837.0, "max_force_ha_per_bohr": 0.091}